{
  "formula": "C35H72Br4Cl2CsFLiN7O18P2S2",
  "method": "the ωB97M-V functional and the def2-TZVPD basis",
  "elements": ["C", "C", "C", "C", "O", "N", "N", "C", "C", "C", "C", "C", "S", "C", "N", "N", "C", "O", "N", "C", "N", "C", "C", "F", "H", "H", "H", "H", "H", "H", "H", "H", "H", "H", "H", "H", "H", "H", "H", "H", "H", "H", "H", "H", "H", "H", "H", "H", "Cl", "C", "C", "Cl", "H", "H", "H", "H", "Br", "C", "C", "Br", "H", "H", "H", "H", "Br", "C", "C", "Br", "H", "H", "H", "H", "O", "P", "O", "C", "C", "O", "C", "C", "O", "C", "C", "H", "H", "H", "H", "H", "H", "H", "H", "H", "H", "H", "H", "H", "H", "H", "O", "S", "O", "O", "O", "C", "C", "N", "C", "C", "C", "C", "C", "O", "C", "H", "H", "H", "H", "H", "H", "H", "H", "H", "H", "H", "H", "H", "H", "H", "H", "H", "H", "H", "H", "Cs", "C", "O", "O", "O", "H", "O", "P", "O", "O", "O", "Li"],
  "positions_angstrom": [[5.000, -0.939, -1.124], [4.411, -2.244, -1.719], [2.883, -2.295, -1.517], [2.117, -1.487, -2.573], [1.014, -0.723, -1.981], [0.014, -0.671, -2.888], [-0.884, -1.672, -3.074], [-1.749, -1.313, -4.004], [-2.933, -2.044, -4.538], [-4.234, -1.546, -3.854], [-5.518, -2.159, -4.505], [-6.650, -2.117, -3.463], [-7.635, -0.577, -3.567], [-8.235, -0.496, -1.933], [-9.406, -0.114, -1.627], [-9.519, -0.138, -0.250], [-8.382, -0.573, 0.144], [-7.523, -0.794, -0.839], [-1.424, -0.090, -4.441], [-0.341, 0.275, -3.763], [0.280, 1.430, -3.955], [1.462, 1.911, -3.248], [1.030, 2.843, -2.114], [0.011, 2.303, -1.359], [6.058, -0.843, -1.393], [4.870, -0.899, -0.037], [4.496, -0.064, -1.560], [4.717, -2.344, -2.763], [4.876, -3.071, -1.165], [2.679, -1.811, -0.550], [2.554, -3.335, -1.465], [1.768, -2.113, -3.400], [2.840, -0.790, -3.026], [-0.902, -2.574, -2.581], [-3.071, -1.879, -5.611], [-2.835, -3.127, -4.379], [-4.216, -1.728, -2.775], [-4.310, -0.470, -4.055], [-5.370, -3.172, -4.898], [-5.782, -1.527, -5.366], [-7.299, -2.990, -3.581], [-6.204, -2.117, -2.465], [-8.125, -0.733, 1.176], [-0.133, 2.051, -4.630], [2.006, 2.544, -3.964], [2.154, 1.126, -2.950], [0.607, 3.741, -2.592], [1.858, 3.204, -1.495], [-0.229, -4.180, -1.363], [-0.620, -5.903, -1.605], [0.615, -6.765, -1.582], [1.655, -6.486, -3.006], [-1.159, -5.999, -2.545], [-1.291, -6.192, -0.797], [0.330, -7.815, -1.597], [1.211, -6.585, -0.691], [-5.892, -0.970, 2.144], [-5.732, -0.443, 4.014], [-6.712, -1.185, 4.882], [-8.511, -0.471, 4.685], [-5.861, 0.634, 4.049], [-4.709, -0.693, 4.292], [-6.464, -1.055, 5.933], [-6.767, -2.245, 4.655], [5.979, -4.700, -4.219], [4.787, -4.782, -5.754], [4.692, -3.452, -6.454], [3.557, -2.205, -5.477], [3.829, -5.142, -5.392], [5.226, -5.527, -6.414], [4.213, -3.567, -7.425], [5.654, -2.967, -6.583], [1.781, 8.299, -3.039], [0.788, 9.100, -2.210], [1.755, 10.354, -1.726], [2.102, 11.346, -2.677], [0.969, 12.338, -2.889], [0.863, 8.174, -0.823], [1.116, 6.784, -0.915], [2.555, 6.488, -0.543], [-0.552, 9.904, -1.526], [-1.745, 9.149, -1.307], [-1.928, 8.876, 0.175], [2.390, 10.877, -3.624], [2.977, 11.869, -2.285], [0.117, 11.856, -3.371], [1.296, 13.169, -3.520], [0.620, 12.732, -1.934], [0.872, 6.403, -1.909], [0.447, 6.281, -0.207], [3.248, 7.052, -1.167], [2.778, 5.421, -0.650], [2.746, 6.781, 0.491], [-1.732, 8.217, -1.882], [-2.579, 9.756, -1.669], [-1.275, 8.073, 0.512], [-2.958, 8.577, 0.386], [-1.682, 9.759, 0.764], [-3.314, -1.532, -0.366], [-2.653, -2.322, 0.668], [-2.295, -1.453, 1.829], [-1.431, -2.949, 0.127], [-3.592, -3.388, 1.163], [4.352, -3.757, 6.125], [4.327, -2.272, 5.825], [5.631, -1.710, 5.320], [6.608, -1.751, 6.464], [5.472, -0.228, 5.014], [4.570, 0.153, 3.854], [6.284, -2.500, 4.201], [5.516, -2.737, 2.909], [4.363, -3.546, 3.079], [3.184, -3.012, 2.474], [5.054, -4.007, 6.921], [3.367, -4.058, 6.467], [4.588, -4.368, 5.258], [4.090, -1.726, 6.739], [3.551, -2.035, 5.104], [6.188, -1.193, 7.297], [7.540, -1.295, 6.133], [6.783, -2.784, 6.744], [6.475, 0.163, 4.840], [5.083, 0.221, 5.929], [5.078, 0.053, 2.897], [4.324, 1.212, 3.940], [3.628, -0.393, 3.828], [6.543, -3.460, 4.645], [7.211, -1.971, 3.975], [6.200, -3.296, 2.258], [5.296, -1.815, 2.383], [3.404, -2.293, 1.683], [2.562, -2.532, 3.237], [2.608, -3.836, 2.054], [-4.626, -4.284, 2.535], [-12.365, -3.032, 1.239], [-12.834, -3.407, 0.129], [-11.096, -2.415, 1.099], [-12.825, -3.118, 2.378], [-11.082, -2.527, 0.136], [-2.929, -5.301, 8.885], [-2.216, -4.141, 8.191], [-2.004, -3.019, 9.208], [-3.039, -3.600, 7.031], [-0.877, -4.645, 7.645], [-0.496, -0.885, 2.020]],
  "lowdin_charge": [-0.136, -0.271, -0.180, -0.202, -0.006, -0.023, 0.203, -0.256, -0.100, -0.176, -0.254, -0.454, 0.979, -0.724, 0.045, 0.091, -0.252, 0.036, 0.215, -0.308, 0.111, -0.135, -0.196, -0.032, 0.062, 0.045, 0.057, 0.026, 0.099, 0.100, 0.081, 0.071, 0.075, 0.071, 0.126, 0.123, 0.099, 0.120, 0.106, 0.097, 0.083, 0.070, 0.031, 0.156, 0.128, 0.095, 0.115, 0.106, 0.763, -0.576, -0.652, 0.518, 0.071, 0.089, 0.072, 0.069, 0.757, -0.628, -0.680, 0.640, 0.054, 0.069, 0.065, 0.045, 0.625, -0.686, -0.671, 0.716, 0.042, 0.057, 0.056, 0.051, -0.291, 0.630, -0.232, -0.318, -0.096, -0.245, -0.327, -0.092, -0.255, -0.307, -0.077, 0.104, 0.112, 0.062, 0.070, 0.077, 0.089, 0.114, 0.071, 0.053, 0.075, 0.105, 0.108, 0.060, 0.076, 0.081, -0.377, 0.199, -0.511, -0.600, -1.211, -0.048, -0.154, -0.267, -0.028, -0.199, -0.112, -0.108, -0.208, -0.189, -0.079, 0.076, 0.104, 0.072, 0.135, 0.102, 0.109, 0.095, 0.095, 0.109, 0.123, 0.048, 0.074, 0.057, 0.125, 0.112, 0.125, 0.079, 0.063, 0.064, 0.093, 1.280, -0.848, -0.113, -0.036, -0.057, 0.053, -0.272, -0.191, -0.276, -0.291, -0.303, 0.450],
  "total_charge": -2,
  "e_homo_ev": 0.18,
  "max_force_ev_per_a": 12.8,
  "total_energy_ev": -433671.1681,
  "orbital_gap_ev": 1.210
}